Record 1
The molecule C8H13NS, computed with ωB97M-V with the def2-TZVPD basis set.

Calculated values
SMILES = [H]/N=c1/cc1[C@@H](S)[C@H](C)CC
Gap between HOMO and LUMO = 9.41 eV
E_HOMO = -8.831 eV

Each line ends with the Löwdin charge.
Geometry (Å):
H  -2.224962  -2.339930  2.773827  0.00
N  -2.216494  -1.520259  3.275286  0.11
C  -1.769228  -0.509763  2.692508  -0.38
C  -1.668787  0.882242  2.674873  0.12
C  -1.188977  0.237315  1.598801  -0.04
C  -0.892221  0.274421  0.027398  -0.49
S  -1.520147  1.831037  -0.827150  0.76
C  0.617982  -0.027446  -0.246681  -0.41
C  1.579509  1.072261  0.025748  -0.10
C  0.657226  -0.281542  -1.781411  -0.29
C  1.249239  -1.586779  -2.162897  -0.11
H  -1.918195  1.729438  3.159171  0.07
H  -1.424461  -0.441278  -0.646851  0.10
H  -0.914568  2.858292  -0.251824  -0.16
H  0.885660  -1.005042  0.395638  0.19
H  1.331339  2.025348  -0.500751  0.09
H  2.583079  0.939539  -0.303006  0.08
H  1.568126  1.252354  0.996300  0.03
H  -0.352070  -0.173920  -2.126507  0.05
H  1.247762  0.626322  -2.261221  0.15
H  2.249961  -1.628643  -1.550782  0.12
H  1.472402  -1.844945  -3.145878  0.05
H  0.647826  -2.369023  -1.814589  0.05

Force components x, y, z for each atom (eV/Å):
H 0.38 -2.22 -1.55
N -0.62 1.68 2.11
C 0.36 -0.42 -0.63
C 1.53 -2.15 -1.69
C -1.26 -0.07 -2.39
C 0.74 1.24 1.69
S -0.42 -0.90 0.06
C -0.47 -1.98 -0.84
C -0.56 1.10 -3.04
C 1.20 2.19 -0.86
C 2.92 0.33 2.81
H -0.71 2.84 1.22
H -0.13 0.10 1.60
H 0.48 0.01 0.53
H -0.52 2.00 -1.50
H -0.39 -0.71 0.32
H 0.84 -0.90 -0.19
H 0.36 1.17 4.67
H -0.40 -0.03 -0.71
H -1.17 -1.90 0.76
H -1.55 -0.36 -1.23
H 0.32 0.31 -1.97
H -0.94 -1.33 0.83

Record 2
A structure of composition C18H18B2K2O8Sn, computed with ωB97M-V with the def2-TZVPD basis set.

Calculated values
Charge = -2
Gap between HOMO and LUMO = 3.34 eV
E_HOMO = -0.758 eV

Each line ends with the Löwdin charge.
Geometry (Å):
Sn  1.587167  -2.466846  1.399430  1.53
K  -1.922972  0.996193  3.071061  0.82
K  0.507450  2.663068  0.391239  0.76
B  -2.147434  2.730162  0.834126  -0.55
H  -3.230062  2.960774  0.985823  -0.03
H  -2.014164  1.651311  0.847469  -0.11
H  -1.929111  3.131434  -0.162194  -0.06
H  -1.504279  3.182713  1.583542  -0.11
B  0.817113  0.493927  2.151710  -0.66
H  0.496542  1.469844  2.501617  -0.08
H  0.663779  0.261449  1.100202  -0.08
H  1.897468  0.413532  2.432678  -0.05
H  0.280824  -0.230009  2.781404  -0.09
C  -3.860756  -3.802172  -0.398338  -0.02
C  -4.265956  -2.439026  -0.086764  -0.38
C  -3.356179  -1.642188  0.883048  -0.29
O  -3.596758  -0.459054  1.150006  0.00
C  -2.089332  -2.221534  1.348149  -0.02
C  -1.770985  -3.454160  0.965078  -0.34
C  -2.682894  -4.294404  0.092280  -0.38
O  -2.388450  -5.507796  -0.286208  -0.11
O  -0.561014  -3.778206  1.359209  -0.29
O  -5.248753  -1.897654  -0.575156  0.01
H  -4.506903  -4.343319  -1.072369  0.10
H  -1.406957  -1.642105  1.953686  0.06
C  0.451937  -0.751799  -1.653219  -0.03
C  -0.799116  -0.146106  -2.077357  -0.34
C  -1.672449  -1.042464  -3.042752  -0.34
O  -2.791584  -0.667791  -3.407486  0.00
C  -1.045598  -2.267608  -3.575062  -0.01
C  0.203521  -2.737714  -3.200549  -0.41
C  0.947769  -1.952593  -2.137464  -0.37
O  1.929576  -2.440157  -1.457080  -0.21
O  0.702872  -3.757270  -3.798933  -0.10
O  -1.119935  0.971908  -1.723114  0.03
H  0.965629  -0.230121  -0.856018  0.05
H  -1.594910  -2.764313  -4.361243  0.10
C  3.934359  3.737364  -0.702081  -0.07
C  3.668397  2.302939  -0.681514  -0.08
C  3.631360  1.631022  0.476186  -0.14
C  3.812058  2.292542  1.689260  -0.10
C  3.946974  3.673935  1.751189  -0.07
C  4.036372  4.346906  0.501830  -0.13
H  3.897868  4.306276  -1.619484  0.10
H  3.672409  1.712615  -1.587647  0.12
H  3.384614  0.578734  0.467879  0.11
H  3.741687  1.753436  2.623488  0.10
H  4.125536  4.258057  2.641814  0.10
H  4.203290  5.416283  0.478618  0.09

Force components x, y, z for each atom (eV/Å):
Sn -3.08 -0.59 -2.57
K -0.69 -0.25 -0.47
K -0.08 -0.06 -0.98
B -1.56 0.40 -0.30
H -2.64 0.58 0.89
H 0.66 -3.51 -0.34
H 1.02 1.28 -3.07
H 2.34 2.03 3.24
B 1.32 -1.09 0.64
H -1.12 3.48 0.96
H -0.65 -0.60 -3.42
H 2.79 -0.37 0.60
H -1.70 -2.63 1.98
C -0.99 3.50 1.18
C 0.19 -1.65 -0.70
C 1.11 1.43 0.22
O -0.37 -0.66 0.43
C -3.22 1.01 -0.54
C 1.44 0.83 0.29
C 0.56 -4.71 -1.92
O 0.78 2.28 1.76
O 3.22 -1.09 -0.18
O -0.34 0.47 0.38
H 0.29 -0.25 0.01
H 0.00 0.17 -0.07
C -1.12 0.12 -0.93
C 0.66 -1.23 -0.50
C 0.02 -0.92 -1.04
O 0.74 0.20 0.44
C -0.74 2.32 1.26
C 0.43 -1.90 -2.51
C -0.53 0.78 2.69
O 0.91 -1.24 0.98
O 0.24 1.45 1.52
O -0.25 0.63 0.08
H 0.34 -0.07 0.00
H 0.00 -0.21 0.12
C -1.15 -2.85 -0.21
C 1.23 2.27 -2.03
C -0.22 -0.69 1.39
C -0.45 0.90 1.27
C 0.74 -0.39 -1.89
C 0.07 1.11 1.18
H 0.28 -0.11 -0.09
H -0.47 0.25 -0.28
H 0.21 -0.10 0.05
H 0.03 -0.22 -0.06
H -0.22 -0.29 0.25
H -0.05 0.16 0.27

Record 3
A structure of composition C20H15N5O2ReSbSe4, computed with ωB97M-V with the def2-TZVPD basis set.

Calculated values
Charge = +2
Gap between HOMO and LUMO (alpha / beta) = 6.88 / 6.89 eV
E_HOMO (alpha / beta) = -13.593 / -13.604 eV

Each line ends with the Löwdin charge.
Geometry (Å):
Re  -0.520252  -0.038692  -0.360262  1.37
C  -2.529815  3.551611  0.572008  -0.03
C  -1.503127  4.466693  0.815237  -0.01
C  -0.223929  3.998287  0.999666  0.02
C  0.061421  2.629494  0.893276  -0.34
N  -0.941688  1.758144  0.564310  -0.08
C  -2.209099  2.223728  0.470234  -0.12
N  1.346718  2.262760  1.188650  0.19
C  1.790853  1.063297  1.166594  -0.25
N  1.069760  -0.053125  0.724247  -0.08
C  1.768677  -1.208331  1.112280  -0.25
N  1.324953  -2.404700  1.049292  0.19
C  0.044390  -2.768368  0.724815  -0.27
C  -0.244792  -4.138388  0.803847  0.03
C  -1.529834  -4.595097  0.630793  -0.01
C  -2.553454  -3.671498  0.409087  -0.02
C  -2.226270  -2.345355  0.313312  -0.12
N  -0.955695  -1.886593  0.412936  -0.06
C  3.060049  -0.797115  1.654017  -0.10
C  4.131044  -1.537238  2.114602  0.02
C  5.236069  -0.837345  2.588558  -0.03
C  5.254026  0.554509  2.614212  -0.03
C  4.166439  1.299440  2.170281  0.02
C  3.075601  0.606221  1.683681  -0.09
H  -3.557085  3.871481  0.477139  0.12
H  -1.717719  5.524567  0.887077  0.13
H  0.598334  4.652727  1.249263  0.13
H  -2.976022  1.478667  0.300038  0.12
H  0.575799  -4.801329  1.034206  0.13
H  -1.749246  -5.652200  0.697539  0.13
H  -3.583502  -3.983257  0.316860  0.12
H  -2.988687  -1.593845  0.156447  0.11
H  4.104645  -2.618397  2.109410  0.13
H  6.095828  -1.384796  2.950245  0.12
H  6.127502  1.067181  2.993401  0.12
H  4.171004  2.380588  2.205706  0.13
Se  -0.612411  1.915550  -5.688660  0.13
Sb  0.064353  -0.503411  -5.092940  0.99
Se  1.383650  0.031228  -2.928794  0.05
Se  -1.255667  2.577460  -3.552445  0.10
Se  0.775471  2.310604  -2.439939  0.15
C  -3.844612  -0.486766  -2.987437  0.05
C  -2.350443  -0.501512  -2.982654  -0.64
O  -1.791829  -0.817676  -4.085484  -0.32
O  -1.720020  -0.215985  -1.933994  -0.27
H  -4.220221  -1.155473  -3.756427  0.11
H  -4.171943  0.526724  -3.230629  0.11
H  -4.249237  -0.754465  -2.013595  0.09

Force components x, y, z for each atom (eV/Å):
Re 0.15 0.53 0.74
C 0.03 -0.05 0.02
C 0.07 -0.05 0.01
C -0.04 -0.03 0.02
C -0.48 0.00 0.00
N 0.31 -0.19 -0.06
C -0.26 0.14 0.00
N 0.42 -0.12 -0.06
C -0.29 0.42 0.08
N -0.08 -0.05 -0.29
C -0.26 -0.35 0.00
N 0.38 0.06 0.00
C -0.37 0.04 -0.04
C -0.07 0.03 0.00
C 0.13 0.02 0.03
C 0.03 0.11 -0.01
C -0.30 -0.22 0.03
N 0.32 0.14 -0.08
C 0.17 0.45 0.03
C -0.05 -0.07 0.01
C -0.02 -0.06 0.00
C -0.03 0.06 0.00
C -0.05 0.11 0.01
C 0.19 -0.49 0.00
H -0.01 -0.04 -0.01
H 0.02 0.00 0.02
H 0.01 0.00 -0.01
H 0.05 -0.03 -0.05
H 0.01 0.00 0.00
H 0.01 0.00 0.01
H -0.01 0.03 0.01
H 0.04 0.02 -0.03
H 0.02 0.00 -0.01
H 0.00 0.01 0.00
H 0.00 -0.01 0.00
H 0.01 -0.01 -0.01
Se 0.21 -0.32 0.13
Sb -0.44 0.65 0.86
Se -0.08 0.09 -0.71
Se 0.21 -0.15 -0.05
Se -0.17 -0.59 -0.09
C 0.00 -0.06 0.13
C 0.01 -0.12 -0.38
O 0.46 0.16 -0.16
O -0.33 -0.10 -0.10
H 0.00 0.00 -0.01
H 0.03 0.03 0.00
H 0.03 0.03 0.00

Record 4
A cluster of 3 separate species, CH2ClNO2S2 in total, computed with ωB97M-V with the def2-TZVPD basis set.

Calculated values
Gap between HOMO and LUMO = 8.51 eV
E_HOMO = -9.847 eV

Each line ends with the Löwdin charge.
Geometry (Å):
C  1.502505  0.035617  0.500431  -0.89
N  1.130749  0.558066  -0.519309  0.09
O  -1.402471  0.045857  2.534871  -0.41
O  -1.873863  0.318272  0.166961  -0.45
S  2.183452  -0.644436  1.778723  0.68
S  -1.281484  0.856138  1.339664  0.86
Cl  -0.419223  -0.878102  -2.730209  0.38
H  1.020081  0.527219  -1.521226  0.01
H  -0.859748  -0.818629  -1.549906  -0.27

Force components x, y, z for each atom (eV/Å):
C 1.02 0.00 -1.69
N 0.43 -0.33 2.24
O 0.24 0.99 -0.96
O -0.37 -0.20 -1.04
S -0.90 0.64 -0.70
S -0.19 -0.78 2.09
Cl 0.15 -0.17 -0.92
H 0.04 -0.19 0.29
H -0.42 0.04 0.70

Record 5
The ion C4H10NO2S with charge +1, computed with ωB97M-V with the def2-TZVPD basis set.

Calculated values
SMILES = [NH3+][C@H](CCS)C(=O)O
Charge = +1
Gap between HOMO and LUMO = 9.94 eV
E_HOMO = -13.462 eV

Each line ends with the Löwdin charge.
Geometry (Å):
N  0.284816  1.472214  0.777375  0.22
C  -0.744620  0.631582  0.027886  -0.20
C  -0.972304  -0.762985  0.523424  -0.19
C  0.216220  -1.696712  0.342879  -0.47
S  2.009441  -1.174351  0.272378  0.75
C  -0.492546  0.670098  -1.492526  -0.48
O  -1.227125  0.304262  -2.347628  0.19
O  0.777791  1.082691  -1.756991  0.08
H  -0.260524  2.104044  1.378239  0.19
H  0.822744  1.937506  0.037664  0.15
H  1.077656  0.962201  1.190493  0.11
H  -1.768140  1.114358  0.177813  0.19
H  -1.806934  -1.219862  -0.069083  0.16
H  -1.414141  -0.738341  1.486614  0.11
H  0.317401  -2.406678  1.170092  0.07
H  0.073528  -2.193029  -0.620912  0.08
H  2.206853  -1.263351  1.616858  -0.11
H  0.899883  1.176353  -2.714576  0.16

Force components x, y, z for each atom (eV/Å):
N -0.48 -0.15 -0.93
C -2.23 0.88 -0.63
C 0.18 -0.77 -1.02
C 0.94 -0.89 0.21
S -0.61 0.65 0.73
C 1.38 -0.23 -0.27
O -0.72 -0.04 0.42
O -0.28 0.45 0.47
H 0.98 -0.06 0.05
H -0.34 0.78 -0.06
H -0.59 -0.61 0.59
H 1.50 -0.05 -0.27
H 0.66 0.68 0.14
H 0.14 0.08 1.34
H -0.76 -0.24 -0.56
H 0.19 -0.30 0.36
H 0.07 -0.05 -0.52
H -0.05 -0.12 -0.07

Record 6
The molecule C18H18FN5S, computed with ωB97M-V with the def2-TZVPD basis set.

Calculated values
SMILES = Fc1ccc(N2CCN(C(=S)Nc3ccc4[nH]cnc4c3)CC2)cc1
Gap between HOMO and LUMO = 8.43 eV
E_HOMO = -7.808 eV

Each line ends with the Löwdin charge.
Geometry (Å):
F  2.511147  3.922448  4.888088  0.05
C  1.784070  2.931523  4.324913  -0.29
C  1.786581  1.676499  4.906955  -0.02
C  1.053283  0.653913  4.343606  -0.02
C  0.293242  0.900775  3.195958  -0.23
N  -0.365796  -0.171807  2.541281  -0.10
C  0.349856  -1.457485  2.322196  -0.15
C  -0.381425  -2.418428  1.448093  -0.20
N  -0.961253  -1.792656  0.241799  -0.10
C  -1.378203  -2.625817  -0.831762  -0.82
S  -1.791442  -4.174874  -0.584092  0.68
N  -1.662193  -2.191168  -2.098405  0.01
C  -1.005277  -1.221549  -2.821592  -0.26
C  -1.597096  -0.774078  -4.037130  -0.01
C  -0.943308  0.108931  -4.908511  -0.02
C  0.306262  0.567157  -4.568562  -0.24
N  1.190414  1.448807  -5.119846  0.10
C  2.341364  1.413353  -4.332387  -0.15
N  2.182351  0.644591  -3.279886  0.11
C  0.896649  0.114002  -3.391625  -0.23
C  0.257496  -0.748844  -2.510007  0.04
C  -1.359785  -0.362918  0.324653  -0.12
C  -1.666838  -0.026468  1.816566  -0.11
C  0.294447  2.185801  2.624379  -0.01
C  1.052544  3.194472  3.194754  -0.02
H  2.310146  1.557339  5.846531  0.12
H  1.133153  -0.354617  4.788378  0.12
H  0.502868  -1.963452  3.305717  0.12
H  1.338665  -1.263842  1.861069  0.13
H  0.249129  -3.270321  1.226912  0.11
H  -1.196913  -2.827439  2.034795  0.11
H  -2.117578  -2.907849  -2.643450  0.10
H  -2.616919  -1.068166  -4.345763  0.12
H  -1.441198  0.346456  -5.829089  0.10
H  1.110285  1.968008  -5.992071  0.16
H  3.243863  1.992272  -4.535415  0.12
H  0.765263  -1.046879  -1.615862  0.11
H  -0.545199  0.255496  -0.119590  0.12
H  -2.250411  -0.213738  -0.274281  0.12
H  -2.491586  -0.630695  2.233632  0.12
H  -2.059991  1.013611  1.875995  0.12
H  -0.199763  2.419858  1.711437  0.10
H  1.079097  4.197775  2.781618  0.12

Force components x, y, z for each atom (eV/Å):
F -0.02 -0.03 0.02
C -0.01 -0.31 0.27
C 0.18 0.60 0.42
C 0.08 -0.53 -0.05
C -0.29 -0.66 -1.05
N -1.16 -0.48 -0.06
C 0.76 1.27 0.82
C -1.73 -0.01 -0.11
N 0.13 -0.54 -2.20
C -0.23 1.09 1.76
S 0.06 -1.98 0.79
N -0.07 0.78 0.93
C 0.50 1.32 -1.70
C -0.05 0.47 -0.47
C -1.12 -0.95 0.42
C -0.25 -0.10 0.51
N 1.56 0.62 -0.72
C -1.09 -0.49 0.69
N 0.20 0.45 -0.47
C 0.83 0.36 0.14
C -0.10 -0.05 -0.05
C 0.20 -0.53 0.26
C 1.53 0.80 -0.61
C 0.61 -0.27 0.86
C -0.14 0.41 -0.02
H 0.18 -0.18 -0.11
H -0.32 0.70 -0.35
H 0.11 0.19 -0.72
H -0.22 0.16 0.38
H 0.15 0.03 -0.43
H -0.37 -0.28 0.10
H -0.05 0.01 0.17
H 0.70 -0.13 0.46
H -0.08 0.32 -0.26
H -0.09 -0.44 0.50
H -0.48 -0.19 -0.10
H 0.22 -0.24 0.30
H -0.57 -0.02 0.66
H -0.21 -0.09 -0.25
H 0.54 -0.22 -0.19
H 0.65 -0.56 0.03
H -0.51 -0.18 -0.52
H -0.02 -0.14 -0.07

| no. | strongest force on any atom (eV/Å) |
| --- | --- |
| 1 | 4.8 |
| 2 | 5.1 |
| 3 | 1.2 |
| 4 | 2.3 |
| 5 | 2.5 |
| 6 | 2.3 |